No. 1
A cluster of 12 separate species, C55H93NO31 in total. Source: OMol25; level of theory: wB97M-V/def2-TZVPD.

ORCA input file:
```
! wB97M-V def2-TZVPD RIJCOSX def2/J DEFGRID3
* xyz 0 1
O 1.426 2.144 -3.897
C 1.583 3.325 -3.765
C 1.625 4.171 -4.965
C 1.659 5.563 -4.905
O 1.647 6.285 -5.998
C 1.811 6.361 -3.597
O 1.772 7.565 -3.478
C 1.988 5.482 -2.499
C 1.861 4.124 -2.532
O 2.012 3.398 -1.359
H 1.500 3.902 -6.003
H 1.737 7.230 -5.856
H 2.442 5.929 -1.627
H 2.079 2.452 -1.505
O -1.071 8.507 -1.728
C -0.503 8.689 -0.636
C 0.354 7.698 0.093
C 0.747 7.780 1.351
O 1.611 6.912 1.858
C 0.385 8.886 2.273
O 0.756 8.988 3.467
C -0.418 9.993 1.552
C -0.846 9.912 0.247
O -1.369 10.965 -0.424
H 0.764 6.921 -0.535
H 1.505 6.863 2.811
H -0.664 10.908 2.070
H -1.238 10.843 -1.367
O 8.336 13.381 3.193
C 8.276 12.453 2.396
C 8.822 11.145 2.603
C 8.524 10.062 1.858
O 9.276 8.936 2.014
C 7.767 10.148 0.537
O 7.577 9.168 -0.205
C 7.366 11.437 0.233
C 7.532 12.439 1.054
O 7.008 13.673 0.713
H 9.368 10.895 3.500
H 8.830 8.203 1.583
H 6.968 11.588 -0.760
H 7.130 14.253 1.468
O 8.062 6.551 1.242
C 8.573 5.442 1.145
C 9.993 5.430 0.852
C 10.703 4.283 0.742
O 12.083 4.363 0.545
C 10.163 2.974 0.839
O 10.868 1.957 0.751
C 8.720 2.957 1.175
C 8.020 4.080 1.278
O 6.723 3.997 1.632
H 10.476 6.395 0.874
H 12.549 3.652 0.991
H 8.276 1.983 1.318
H 6.298 4.814 1.362
C 8.432 7.861 8.684
N 9.448 8.269 9.648
C 9.459 7.435 10.846
C 10.256 9.332 9.512
O 11.050 9.727 10.360
H 8.941 7.266 7.926
H 8.015 8.805 8.332
H 7.729 7.117 9.055
H 10.221 7.636 11.599
H 8.521 7.619 11.369
H 9.545 6.357 10.708
H 10.245 9.712 8.478
C 1.272 -1.786 4.806
O 2.553 -1.119 4.617
C 2.644 -0.191 3.457
C 4.061 0.336 3.450
O 4.249 1.392 2.550
C 4.109 2.750 3.006
H 0.410 -1.141 4.979
H 1.312 -2.425 5.688
H 1.179 -2.513 3.998
H 1.994 0.679 3.370
H 2.526 -0.698 2.499
H 4.760 -0.415 3.082
H 4.296 0.728 4.440
H 4.769 2.911 3.859
H 3.055 2.864 3.259
H 4.360 3.471 2.227
C 3.056 9.968 -0.949
O 3.331 9.801 0.461
C 3.645 11.072 0.969
C 3.702 11.034 2.497
O 5.033 11.097 3.025
C 5.155 11.593 4.340
H 3.764 10.557 -1.532
H 2.068 10.422 -1.027
H 3.044 9.029 -1.502
H 3.078 11.887 0.519
H 4.621 11.334 0.560
H 3.240 10.101 2.823
H 3.043 11.792 2.921
H 4.692 12.552 4.572
H 6.204 11.844 4.494
H 5.030 10.814 5.092
C 4.994 9.155 7.766
O 5.543 10.441 7.468
C 6.103 11.081 8.640
C 7.102 12.109 8.058
O 8.165 11.461 7.380
C 9.055 12.288 6.615
H 5.617 8.272 7.624
H 4.174 8.972 7.071
H 4.673 9.170 8.807
H 6.688 10.355 9.204
H 5.296 11.445 9.276
H 7.581 12.623 8.891
H 6.633 12.901 7.475
H 8.686 12.688 5.671
H 9.870 11.620 6.337
H 9.631 13.025 7.175
C 7.232 8.600 4.899
O 6.973 7.333 4.352
C 5.557 6.955 4.332
C 5.131 7.336 2.856
O 5.088 6.252 1.953
C 4.769 6.658 0.597
H 6.633 9.390 4.445
H 8.251 8.958 4.748
H 7.180 8.465 5.979
H 5.024 7.477 5.127
H 5.620 5.885 4.533
H 5.846 8.041 2.432
H 4.203 7.903 2.930
H 4.641 5.738 0.027
H 5.530 7.319 0.182
H 3.802 7.159 0.628
C 4.846 7.611 11.624
O 4.255 6.521 12.288
C 3.335 5.799 11.525
C 3.742 4.996 10.221
O 4.020 6.003 9.163
C 4.476 5.455 7.917
H 5.274 8.353 12.298
H 4.080 8.240 11.170
H 5.456 7.224 10.808
H 2.591 6.538 11.230
H 2.885 5.105 12.235
H 2.950 4.323 9.892
H 4.592 4.410 10.570
H 3.697 4.714 7.736
H 5.385 4.966 8.265
H 4.578 6.163 7.094
C 8.475 4.406 6.194
O 9.561 5.119 6.744
C 10.166 6.091 5.906
C 10.980 5.411 4.774
O 12.064 4.703 5.314
C 13.195 4.537 4.419
H 8.277 3.546 6.833
H 8.721 3.851 5.289
H 7.562 4.995 6.112
H 10.838 6.700 6.511
H 9.469 6.749 5.387
H 11.372 6.127 4.051
H 10.263 4.794 4.233
H 13.495 5.568 4.226
H 12.793 3.982 3.571
H 13.970 4.063 5.022
C 9.103 4.250 -3.003
O 8.260 5.176 -2.302
C 7.722 6.197 -3.206
C 6.161 6.232 -3.089
O 5.380 5.131 -3.438
C 5.258 4.987 -4.840
H 9.404 3.477 -2.295
H 10.003 4.655 -3.465
H 8.487 3.833 -3.800
H 7.884 6.044 -4.273
H 8.176 7.077 -2.750
H 5.765 7.155 -3.514
H 5.967 6.355 -2.024
H 4.626 5.779 -5.240
H 4.752 4.057 -5.102
H 6.209 5.012 -5.371
*
```

Values from the calculation:
calculated total energy = -4538.11542 Ha
structure (SMILES) = O=C1C=C(O)C(=O)C=C1O.O=C1C=C(O)C(=O)C=C1O.O=C1C=C(O)C(=O)C=C1O.O=C1C=C(O)C(=O)C=C1O.CN(C)C=O.COCCOC.COCCOC.COCCOC.COCCOC.COCCOC.COCCOC.COCCOC
strongest force on any atom = 4.8 eV/A
HOMO = -0.327 Eh



No. 2
A cluster of 10 separate species, C55H95N12O4 in total. Source: OMol25; level of theory: wB97M-V/def2-TZVPD.

ORCA input file:
```
! wB97M-V def2-TZVPD RIJCOSX def2/J DEFGRID3
* xyz -1 1
N 8.878 1.556 2.534
C 7.540 1.817 1.861
C 7.379 0.682 0.732
C 5.879 0.181 0.450
C 5.763 -1.369 0.886
C 4.371 -1.750 1.593
C 3.123 -1.816 0.576
C 2.013 -2.913 0.953
C 1.616 -2.966 2.508
C 0.038 -2.644 2.774
C -0.206 -1.045 2.635
C -1.795 -0.783 2.603
C -2.166 0.807 2.526
C -2.595 1.186 1.000
N -2.009 2.474 0.525
C -2.064 2.851 -0.888
C -1.369 4.217 -1.113
C -0.859 4.666 0.294
C -1.330 3.538 1.234
C 7.701 3.250 1.141
O 6.451 3.936 0.860
N 5.733 3.322 -0.100
O 4.707 3.962 -0.184
C 6.450 1.772 3.030
O 6.269 0.630 3.600
O 5.732 2.848 3.501
H 9.596 1.402 1.794
H 8.742 0.628 2.979
H 7.842 1.054 -0.264
H 8.041 -0.207 1.052
H 5.053 0.848 0.863
H 5.746 0.190 -0.702
H 5.845 -2.008 -0.079
H 6.598 -1.686 1.631
H 4.479 -2.697 2.238
H 4.150 -0.891 2.339
H 2.597 -0.798 0.433
H 3.544 -2.080 -0.471
H 2.298 -3.970 0.584
H 1.056 -2.623 0.370
H 1.769 -4.061 2.851
H 2.186 -2.217 3.168
H -0.648 -3.254 2.083
H -0.129 -2.897 3.886
H 0.332 -0.699 1.671
H 0.271 -0.513 3.542
H -2.193 -1.335 1.677
H -2.241 -1.214 3.565
H -1.220 1.352 2.867
H -3.064 0.987 3.231
H -2.118 0.359 0.343
H -3.722 1.104 0.830
H -2.515 2.267 -1.760
H -1.219 4.813 -2.082
H -0.275 5.584 0.644
H -1.199 3.431 2.371
H 8.304 3.957 1.829
H 8.369 3.084 0.220
C 1.727 -5.049 -4.590
C 2.409 -5.318 -3.253
C 1.428 -5.747 -2.160
C 0.417 -4.661 -1.926
N -0.378 -3.807 -1.743
H 1.014 -4.223 -4.520
H 2.468 -4.775 -5.345
H 1.193 -5.936 -4.943
H 2.942 -4.415 -2.939
H 3.158 -6.103 -3.387
H 1.965 -5.940 -1.227
H 0.908 -6.664 -2.448
C 3.580 9.079 -2.063
C 4.421 8.035 -1.336
C 3.733 6.672 -1.246
C 2.443 6.803 -0.488
N 1.429 6.907 0.110
H 2.642 9.278 -1.538
H 4.123 10.026 -2.128
H 3.343 8.751 -3.079
H 4.649 8.402 -0.329
H 5.375 7.919 -1.859
H 4.380 5.958 -0.729
H 3.525 6.280 -2.245
C -5.844 -3.377 -0.306
C -6.416 -1.965 -0.235
C -5.412 -0.944 0.304
C -4.999 -1.321 1.698
N -4.669 -1.618 2.793
H -5.574 -3.753 0.685
H -6.584 -4.066 -0.723
H -4.954 -3.408 -0.941
H -7.310 -1.976 0.397
H -6.732 -1.659 -1.236
H -5.863 0.052 0.323
H -4.527 -0.902 -0.333
C -7.411 2.924 -2.812
C -6.203 3.300 -3.663
C -5.488 2.083 -4.252
C -4.990 1.204 -3.141
N -4.599 0.514 -2.265
H -7.122 2.327 -1.943
H -7.906 3.823 -2.438
H -8.140 2.353 -3.396
H -5.505 3.880 -3.051
H -6.532 3.950 -4.480
H -4.641 2.406 -4.863
H -6.168 1.511 -4.890
C -6.787 -0.085 -9.749
C -5.445 0.626 -9.610
C -5.118 1.003 -8.163
C -6.166 1.936 -7.628
N -7.005 2.678 -7.214
H -7.616 0.555 -9.436
H -6.965 -0.360 -10.791
H -6.811 -0.998 -9.147
H -5.453 1.525 -10.234
H -4.655 -0.026 -9.996
H -4.143 1.496 -8.114
H -5.078 0.110 -7.533
C 4.554 10.351 -7.380
C 5.718 10.375 -6.395
C 6.289 8.983 -6.114
C 5.226 8.105 -5.518
N 4.388 7.416 -5.049
H 3.708 9.779 -6.991
H 4.198 11.366 -7.572
H 4.858 9.910 -8.335
H 5.381 10.833 -5.459
H 6.511 11.011 -6.797
H 7.126 9.054 -5.415
H 6.655 8.525 -7.036
C -6.218 -3.950 4.340
C -6.614 -4.665 5.628
C -6.673 -6.186 5.472
C -7.695 -6.556 4.434
N -8.499 -6.848 3.619
H -6.950 -4.117 3.545
H -6.161 -2.872 4.507
H -5.241 -4.291 3.986
H -7.588 -4.289 5.958
H -5.891 -4.415 6.410
H -6.946 -6.651 6.423
H -5.698 -6.579 5.170
C -9.283 -8.645 7.833
C -9.816 -8.355 9.232
C -10.266 -6.902 9.409
C -9.105 -5.976 9.179
N -8.192 -5.249 8.999
H -8.393 -8.052 7.610
H -9.002 -9.698 7.745
H -10.040 -8.430 7.073
H -9.038 -8.593 9.965
H -10.663 -9.017 9.435
H -10.650 -6.748 10.420
H -11.063 -6.658 8.701
C 12.048 -2.955 2.101
C 11.430 -2.200 3.273
C 10.241 -2.937 3.895
C 9.159 -3.119 2.869
N 8.308 -3.262 2.063
H 11.338 -3.076 1.279
H 12.909 -2.408 1.708
H 12.389 -3.948 2.410
H 11.114 -1.210 2.929
H 12.194 -2.046 4.040
H 9.842 -2.364 4.736
H 10.549 -3.917 4.268
*
```

Values from the calculation:
calculated total energy = -3110.36128 Ha
strongest force on any atom = 6.1 eV/A
HOMO = -0.153 Eh



Question: Which of these has the highest strongest force on any atom?
Answer: C55H95N12O4



Question: Which of these has the highest strongest force on any atom?
Answer: C55H95N12O4